7 unconnected molecules or ions with the total composition C61H136N5O4P2, computed with ωB97M-V/def2-TZVPD.

## Properties
Spin multiplicity: 1
Total charge: +3
E_LUMO in eV: -4.43
HOMO in eV: -7.89
Energy relative to the best compared isomer or geometry (same formula, charge and spin) in eV: 12.458
Strongest force on any atom in eV Å⁻¹: 3.5
Molecular weight in g/mol: 1065.74

Each line ends with the Löwdin charge.
Element x y z (Å)
P  14.4743  14.5843  24.9822  -0.155
O  12.9059  14.9223  25.1437  -0.668
O  14.6870  14.1212  23.4892  -0.640
O  14.8482  13.3559  25.8980  -0.637
O  15.4622  15.7863  25.3432  -0.651
C  12.5957  12.0961  15.8716  -0.088
C  12.4125  13.1514  16.9414  -0.303
C  11.7100  12.8434  18.2466  -0.137
C  11.5833  14.2519  19.1497  -0.023
N  10.5099  14.2693  20.2576  -0.267
C  9.1224  14.2881  19.6239  -0.100
C  9.0282  15.7303  19.0792  -0.146
C  9.5391  16.5210  20.3074  -0.150
C  10.4686  15.5952  21.0919  -0.061
C  10.5290  13.1082  21.1777  0.009
H  11.6741  11.9943  15.2985  0.080
H  12.7949  11.1273  16.3296  0.074
H  13.4531  12.3383  15.2436  0.081
H  11.9334  14.0608  16.5786  0.106
H  13.4099  13.4530  17.2614  0.109
H  12.4306  12.2247  18.7814  0.106
H  10.7391  12.4092  18.0082  0.108
H  11.2889  15.0603  18.4804  0.105
H  12.4302  14.6418  19.7143  0.131
H  8.3300  14.2116  20.3685  0.142
H  9.0178  13.5827  18.7996  0.130
H  7.9779  16.0203  19.0484  0.116
H  9.3969  15.9876  18.0863  0.116
H  8.8097  16.9812  20.9740  0.118
H  10.1269  17.3673  19.9519  0.110
H  10.1281  15.4116  22.1109  0.134
H  11.4827  15.9787  21.2046  0.132
H  10.5603  12.2439  20.5144  0.097
H  9.7230  13.0797  21.9110  0.114
H  11.4716  13.2171  21.7141  0.120
C  6.6533  20.2513  26.6929  -0.100
C  7.7947  19.2711  26.3459  -0.239
C  9.1283  19.6925  27.0043  -0.185
C  10.2996  19.4088  26.0733  -0.061
N  11.6876  19.8889  26.6239  -0.193
C  11.6896  21.3664  27.1140  -0.125
C  12.6199  22.0757  26.2782  -0.213
C  12.7700  21.2998  25.0132  -0.137
C  12.8284  19.9377  25.6616  -0.136
C  12.1418  18.9930  27.8463  0.057
H  6.9716  21.2277  26.3277  0.075
H  6.3168  20.3589  27.7240  0.078
H  5.6863  20.0654  26.2255  0.075
H  7.8033  19.1875  25.2591  0.107
H  7.5979  18.2384  26.6336  0.102
H  9.2490  19.3294  28.0249  0.114
H  8.9632  20.7599  27.1510  0.093
H  10.2823  20.0886  25.2214  0.129
H  10.4904  18.3938  25.7248  0.145
H  12.1145  21.5409  28.1025  0.138
H  10.6919  21.8055  27.1083  0.127
H  13.5273  22.2304  26.8619  0.135
H  12.1620  23.0535  26.1286  0.138
H  13.7127  21.6417  24.5861  0.129
H  11.9982  21.3502  24.2451  0.123
H  13.8072  19.8246  26.1277  0.142
H  12.8354  19.1153  24.9463  0.148
H  12.4905  18.0085  27.5345  0.111
H  11.3115  19.0446  28.5506  0.088
H  13.0298  19.4595  28.2729  0.096
C  18.2773  10.1389  18.1893  -0.084
C  16.9905  10.3578  19.0394  -0.262
C  16.9790  9.4567  20.2432  -0.208
C  15.7102  9.7540  21.1137  -0.057
N  15.9068  9.2549  22.6107  -0.208
C  14.6295  9.5772  23.3397  -0.122
C  13.7969  8.3360  23.1772  -0.149
C  14.8186  7.1675  23.3569  -0.126
C  16.0592  7.7140  22.6822  -0.096
C  17.1590  9.9214  23.2258  0.039
H  18.6057  9.1053  18.0803  0.078
H  19.1429  10.6923  18.5533  0.070
H  17.9531  10.4457  17.1949  0.071
H  16.1787  10.1318  18.3481  0.107
H  16.7657  11.3611  19.4013  0.107
H  17.9325  9.4750  20.7710  0.106
H  16.9212  8.4463  19.8385  0.113
H  14.8756  9.2174  20.6625  0.130
H  15.4590  10.8138  21.1575  0.127
H  14.8164  9.7673  24.3966  0.140
H  14.2700  10.5568  23.0245  0.141
H  13.0579  8.1907  23.9651  0.119
H  13.2541  8.4991  22.2461  0.111
H  14.9466  7.0353  24.4313  0.119
H  14.4319  6.2303  22.9568  0.123
H  16.9340  7.4056  23.2545  0.129
H  16.2383  7.2269  21.7237  0.127
H  17.0779  10.9986  23.0803  0.115
H  18.1096  9.6036  22.7975  0.090
H  17.1133  9.6891  24.2898  0.108
C  17.7762  19.7072  30.2341  -0.118
C  18.4741  18.7468  29.2818  -0.248
C  18.8916  17.3468  29.9411  -0.133
C  19.0414  16.2878  28.7747  -0.105
N  18.9315  14.7788  29.1524  -0.220
C  19.3177  13.8477  27.9703  -0.053
C  19.6262  12.5553  28.7230  -0.149
C  20.2776  12.9189  30.0987  -0.140
C  19.9271  14.3842  30.2511  -0.115
C  17.4881  14.5444  29.7447  0.062
H  18.4855  19.7605  31.0601  0.075
H  16.8251  19.4119  30.6773  0.072
H  17.6616  20.6768  29.7495  0.075
H  19.3801  19.2225  28.9062  0.107
H  17.8092  18.6759  28.4210  0.098
H  18.1031  16.9698  30.5925  0.096
H  19.8475  17.4958  30.4432  0.111
H  20.0590  16.3714  28.3931  0.119
H  18.3723  16.5850  27.9673  0.127
H  18.4851  13.8736  27.2674  0.145
H  20.1889  14.3241  27.5206  0.129
H  18.7495  11.9143  28.8164  0.111
H  20.3456  11.8828  28.2557  0.114
H  19.8873  12.2344  30.8519  0.115
H  21.3306  12.6411  30.1448  0.117
H  19.4753  14.4224  31.2423  0.128
H  20.8483  14.9560  30.1384  0.137
H  17.1555  13.5470  29.4572  0.105
H  16.8658  15.1925  29.1277  0.106
H  17.4092  14.8620  30.7845  0.096
C  10.0168  8.6382  29.8801  -0.104
C  10.8900  9.0667  28.6863  -0.242
C  11.4447  10.4274  29.0539  -0.171
C  10.5941  11.6540  28.4119  -0.062
N  10.4578  12.9484  29.2600  -0.232
C  9.7603  12.6308  30.6066  -0.072
C  8.4289  13.4287  30.6312  -0.192
C  8.0469  13.5393  29.2595  -0.177
C  9.4347  13.8717  28.5904  -0.066
C  11.8358  13.5232  29.5345  0.043
H  9.1846  9.3163  30.0693  0.064
H  10.5522  8.4508  30.8109  0.082
H  9.5413  7.6908  29.6264  0.074
H  10.2780  9.1723  27.7905  0.105
H  11.6319  8.3205  28.4018  0.111
H  12.4353  10.5549  28.6175  0.111
H  11.5516  10.5911  30.1262  0.098
H  9.5564  11.3789  28.2233  0.114
H  10.9640  11.9356  27.4260  0.138
H  10.3181  12.9980  31.4680  0.130
H  9.4893  11.5815  30.7235  0.118
H  8.6223  14.4534  30.9485  0.123
H  7.7733  13.0197  31.4001  0.136
H  7.2828  14.2866  29.0457  0.130
H  7.6997  12.6163  28.7951  0.118
H  9.6966  14.8936  28.8648  0.127
H  9.4203  13.7899  27.5035  0.137
H  12.3017  13.7186  28.5687  0.118
H  12.3991  12.7505  30.0578  0.099
H  11.6802  14.3866  30.1814  0.105
C  14.3623  19.7776  18.8140  -0.104
C  14.6557  18.7457  19.8984  -0.251
C  16.1916  18.6791  20.1828  -0.227
C  16.6038  17.5187  21.1168  -0.265
P  18.2920  17.2420  21.6096  1.037
C  18.7673  15.5107  22.1230  -0.183
C  20.3440  15.2547  22.1770  -0.249
C  20.9715  14.2125  21.2857  -0.254
C  22.5289  14.4773  21.2119  -0.090
C  18.7582  18.4660  22.9410  -0.227
C  18.7781  19.9541  22.5227  -0.267
C  19.1276  20.8200  23.6841  -0.288
C  20.5696  20.6682  24.0686  -0.102
C  19.2582  17.7014  20.1367  -0.276
C  19.1171  16.8058  18.8742  -0.227
C  20.0073  17.2446  17.6866  -0.265
C  19.7532  16.4618  16.4615  -0.118
H  14.6397  20.7854  19.1231  0.077
H  13.2865  19.9206  18.7119  0.070
H  14.8962  19.5125  17.9014  0.078
H  14.3167  17.7211  19.7454  0.101
H  14.1766  19.0796  20.8188  0.104
H  16.4681  19.6362  20.6250  0.096
H  16.6992  18.5822  19.2231  0.096
H  16.4335  16.5862  20.5786  0.097
H  15.9978  17.4395  22.0193  0.113
H  18.3248  14.8749  21.3560  0.084
H  18.3027  15.2935  23.0848  0.096
H  20.7539  14.9622  23.1437  0.109
H  20.9007  16.1907  22.1315  0.084
H  20.5303  14.2083  20.2890  0.085
H  20.8389  13.1905  21.6408  0.104
H  23.0555  14.4248  22.1648  0.073
H  22.7973  15.4130  20.7216  0.067
H  22.9997  13.7240  20.5802  0.068
H  19.7133  18.1852  23.3848  0.084
H  17.9152  18.3779  23.6263  0.101
H  17.7677  20.2486  22.2390  0.098
H  19.4475  20.0786  21.6715  0.109
H  18.4328  20.5664  24.4846  0.115
H  18.9209  21.8500  23.3934  0.117
H  20.7320  19.6953  24.5326  0.068
H  20.7998  21.4176  24.8259  0.078
H  21.2337  20.8959  23.2347  0.088
H  20.3145  17.6944  20.4053  0.098
H  18.8480  18.6964  19.9640  0.080
H  18.0413  16.8736  18.7124  0.096
H  19.3883  15.7746  19.1003  0.092
H  21.0558  17.2054  17.9820  0.119
H  19.7445  18.2994  17.6056  0.112
H  20.5953  16.6250  15.7889  0.084
H  18.7682  16.4147  15.9969  0.085
H  19.9526  15.4088  16.6601  0.073

***

13 unconnected molecules or ions with the total composition C16H58N16O13, computed with ωB97M-V/def2-TZVPD.

## Properties
Spin multiplicity: 1
E_LUMO in eV: -0.81
HOMO in eV: -8.69
Energy relative to the best compared isomer or geometry (same formula, charge and spin) in eV: 11.760
Strongest force on any atom in eV Å⁻¹: 12.5
Molecular weight in g/mol: 682.74

Each line ends with the Löwdin charge.
Element x y z (Å)
C  -15.5515  -7.3360  -7.4478  -0.072
C  -16.7053  -6.7050  -8.1916  -0.358
O  -17.5014  -5.9189  -7.4060  -0.151
H  -16.1304  -7.7620  -6.6565  0.048
H  -14.8299  -6.5243  -7.1077  0.104
H  -15.0036  -8.0019  -8.1327  0.096
H  -17.3331  -7.4622  -8.6547  0.116
H  -16.3009  -6.0902  -9.0842  0.146
H  -18.3431  -5.7907  -7.8473  0.028
C  -17.8973  -5.1937  1.0728  -0.075
C  -19.2413  -4.6295  1.1546  -0.267
O  -19.9959  -4.5343  -0.1045  -0.123
H  -18.1321  -6.1553  0.6333  0.074
H  -17.4338  -5.2720  2.0847  0.109
H  -17.2159  -4.6624  0.4295  0.061
H  -19.2151  -3.6845  1.5299  0.077
H  -19.7943  -5.0993  1.9063  0.113
H  -20.9089  -4.3568  0.1610  0.088
C  -25.1182  -2.3199  -3.3706  -0.066
C  -24.4010  -2.8808  -2.1865  -0.386
O  -25.0659  -3.9369  -1.6685  -0.050
H  -25.9303  -1.6879  -3.1412  0.065
H  -25.5304  -3.0758  -4.0467  0.084
H  -24.5906  -1.5972  -3.9340  0.043
H  -24.3064  -2.1614  -1.3725  0.108
H  -23.4474  -3.2193  -2.3709  0.061
H  -24.9694  -4.6413  -2.3759  0.123
C  -19.6533  -4.3235  -3.5115  -0.499
O  -20.9129  -3.6482  -3.3798  -0.156
N  -19.1040  -4.6510  -4.6174  0.155
N  -18.8846  -4.7859  -2.5398  0.164
H  -19.6666  -4.4971  -5.4801  0.070
H  -18.1974  -5.0510  -4.7683  0.059
H  -19.3092  -4.6145  -1.5940  0.085
H  -17.9733  -5.2326  -2.6026  0.073
C  -20.2431  -4.0320  -7.8545  -0.584
O  -19.5660  -4.7060  -8.8634  -0.097
N  -20.5185  -2.7742  -7.8686  0.118
N  -20.7128  -4.6856  -6.8365  0.139
H  -20.4837  -2.2554  -8.7200  0.134
H  -21.3411  -2.4617  -7.1976  0.064
H  -20.6364  -5.6663  -6.8335  0.075
H  -21.6350  -4.3719  -6.3120  0.091
C  -20.1811  -8.1877  -5.7605  -0.637
O  -20.8190  -9.3369  -6.1622  -0.110
N  -20.3529  -7.6711  -4.5857  0.189
N  -19.5769  -7.4635  -6.6202  0.163
H  -20.7028  -8.2526  -3.8343  0.104
H  -19.8839  -6.7731  -4.3626  0.093
H  -19.6230  -7.8183  -7.5522  0.135
H  -18.8041  -6.9294  -6.2959  0.072
C  -23.1986  -2.9546  -6.2576  -0.600
O  -24.4280  -3.0571  -6.9168  -0.093
N  -22.4367  -1.9462  -6.3789  0.138
N  -22.8341  -3.9217  -5.4160  0.133
H  -22.7437  -1.0902  -6.9115  0.195
H  -21.9139  -1.6737  -5.5517  0.062
H  -23.5927  -4.6214  -5.2619  0.166
H  -22.1763  -3.7465  -4.5755  0.100
C  -16.3804  -6.6209  -3.8976  -0.634
O  -16.4962  -7.9863  -4.1106  -0.062
N  -16.2584  -6.0295  -2.7831  0.152
N  -16.3983  -5.7037  -4.8098  0.125
H  -15.9288  -6.6070  -2.0869  0.113
H  -15.9123  -5.0723  -2.6613  0.149
H  -16.5417  -6.1054  -5.8282  0.113
H  -15.9608  -4.7657  -4.7276  0.132
C  -17.1426  -1.7698  -7.0569  -0.630
O  -15.9294  -1.2738  -7.5667  -0.158
N  -17.1145  -2.5577  -6.0486  0.161
N  -18.3148  -1.4257  -7.5457  0.146
H  -16.2013  -2.8723  -5.6669  0.126
H  -17.9844  -3.0454  -5.7248  0.095
H  -18.2249  -0.7876  -8.3484  0.132
H  -19.1445  -2.0320  -7.4561  0.021
C  -21.8080  0.0013  -3.7521  -0.581
O  -22.4261  -0.2341  -2.5329  -0.098
N  -21.8035  1.1869  -4.2349  0.180
N  -20.9822  -0.8349  -4.3350  0.140
H  -22.5972  1.7351  -3.9563  0.127
H  -21.2483  1.4791  -5.0897  0.162
H  -20.7386  -1.6630  -3.8013  0.085
H  -20.4119  -0.5751  -5.1927  0.159
C  -22.0675  -1.5668  0.5746  -0.614
O  -21.7811  -2.3235  1.7606  -0.192
N  -21.6079  -1.8937  -0.5949  0.181
N  -22.8667  -0.5887  0.6187  0.162
H  -20.9076  -2.6504  -0.7118  0.098
H  -22.0729  -1.5008  -1.3765  0.017
H  -23.5543  -0.5370  1.3972  0.147
H  -23.3035  -0.1758  -0.2144  0.111
C  -17.7064  -1.2197  -2.6515  -0.163
O  -18.3960  -1.2577  -1.4256  -0.116
H  -17.5825  -2.2343  -2.9984  0.040
H  -16.7371  -0.7576  -2.6071  0.078
H  -18.3501  -0.6220  -3.3045  0.072
H  -17.8457  -1.4454  -0.6546  0.087
C  -20.8172  -7.2765  -1.4227  -0.120
O  -19.3849  -7.3407  -1.6763  -0.110
H  -21.1373  -8.1359  -0.8069  0.100
H  -21.3348  -7.3624  -2.3749  0.048
H  -21.3187  -6.4390  -1.0396  0.047
H  -19.1911  -6.5040  -2.0630  -0.029